Density functional theory data (ωB97M-V with the def2-TZVPD basis set) for one molecule with the formula C5H7NS2.

Computed properties:
Strongest force on any atom, eV/A: 2.38
Net charge: 0
LUMO, Eh: 0.002
Frontier orbital gap, hartree: 0.3032
SMILES: C=CC1=NSCSC1
E_tot, hartree: -1045.78698
Multiplicity: 1
ΔE to the lowest compared entry with this formula, charge and spin, eV: 1.5536

Last column: Löwdin charge in e.
Positions of all 15 atoms, in Å:
C 0.76989 -0.17861 2.71906  0.02
C 0.99031 0.34313 1.50736  -0.14
C 0.03075 0.28704 0.40195  -0.47
N -1.05553 -0.42762 0.61866  -0.26
S -2.14786 -0.61843 -0.70640  0.80
C -1.08739 -0.90229 -2.21977  -0.76
S 0.54272 -0.07594 -2.27656  0.81
C 0.36791 1.01281 -0.84508  -0.48
H 1.54783 -0.26443 3.54826  0.08
H -0.16433 -0.63449 3.03392  0.06
H 1.97028 0.77826 1.38459  0.09
H -0.96637 -2.01941 -2.30951  0.04
H -1.73150 -0.56884 -3.07599  0.03
H 1.34966 1.52081 -0.69622  0.09
H -0.41636 1.74801 -1.08426  0.09

Atomic forces in eV per Å
C 0.7 -0.5 1.3
C 0.3 -0.5 1.5
C -1.8 -1.3 0.8
N 1.3 1.0 -1.5
S 0.9 0.3 0.0
C -0.8 -0.7 -0.3
S -0.3 -0.5 0.0
C 0.3 0.6 -0.1
H -0.8 0.6 -1.5
H -0.1 0.1 -0.5
H 0.1 0.2 -0.6
H 0.2 1.2 0.1
H 0.6 -0.2 0.8
H -0.8 -0.3 -0.4
H 0.2 -0.1 0.2

=====

Density functional theory data (ωB97M-V with the def2-TZVPD basis set) for C38H34FN4O6Sn as an isolated structure.

Computed properties:
Strongest force on any atom, eV/A: 0.73
Net charge: +1
LUMO (spin up / spin down), Eh: -0.215 / -0.215
Frontier orbital gap (spin up / spin down), hartree: 0.1801 / 0.1803
E_tot, hartree: -2452.92152
Multiplicity: 1
ΔE to the lowest compared entry with this formula, charge and spin, eV: 2.8100

Last column: Löwdin charge in e.
Positions of all 84 atoms, in Å:
Sn 0.99764 -1.20794 0.14070  1.37
O 1.74646 2.11742 2.90009  0.06
C 1.48933 1.07152 2.32596  -0.62
O 1.43690 0.85951 1.06235  -0.22
C 1.15881 -0.16714 3.16151  -0.20
C 1.10367 -0.19397 4.54361  0.01
C 0.84860 -1.41003 5.16857  -0.01
C 0.68612 -2.56274 4.40999  0.04
C 0.77126 -2.45568 3.03230  -0.18
N 0.97772 -1.27909 2.45427  0.00
C 0.69873 -3.63627 2.06225  -0.61
O 0.52469 -4.74771 2.50979  0.09
O 0.85754 -3.28710 0.83047  -0.23
H 1.27966 0.72004 5.09369  0.13
H 0.79402 -1.46241 6.24833  0.12
H 0.52253 -3.53720 4.84789  0.13
O -1.37944 -3.09123 -7.29468  0.12
C -0.03004 -3.02904 -7.21279  -0.48
O 0.64373 -3.14854 -8.19220  0.14
C 0.54654 -2.79408 -5.84872  -0.13
C 1.79135 -2.17854 -5.77760  0.01
C 2.39020 -1.95524 -4.55114  0.00
C 1.74848 -2.36433 -3.38500  -0.27
C 0.49745 -2.96889 -3.44608  0.00
C -0.09286 -3.19327 -4.67770  -0.01
N 2.32146 -2.16742 -2.11211  0.04
C 3.52876 -2.46528 -1.90116  -0.06
C 4.13400 -2.26294 -0.57244  -0.23
C 5.44589 -2.66450 -0.38421  0.01
C 6.03074 -2.52347 0.86454  -0.02
C 5.27183 -1.97918 1.87977  -0.01
C 3.96631 -1.59735 1.60829  -0.08
N 3.39197 -1.72648 0.41462  0.05
H -1.77448 -2.89242 -6.43865  0.09
H 2.28185 -1.88690 -6.69630  0.13
H 3.34294 -1.44440 -4.49628  0.12
H 0.02102 -3.29948 -2.53224  0.12
H -1.03986 -3.71907 -4.71504  0.12
H 4.16385 -2.93714 -2.65587  0.14
H 5.99233 -3.09631 -1.21144  0.12
H 7.05195 -2.83495 1.03577  0.12
H 5.66996 -1.83920 2.87421  0.12
H 3.36957 -1.14986 2.38848  0.11
C -2.46633 -1.25831 1.84709  -0.05
C -2.73753 -0.05634 2.75070  -0.35
C -4.22478 0.32974 2.67856  -0.04
C -1.90733 1.19349 2.56989  -0.09
C -1.49888 1.87269 3.68855  -0.01
C -0.86278 3.10845 3.58689  0.03
C -0.64373 3.71960 2.36718  -0.01
C -1.09056 3.15992 1.18675  -0.05
C -0.64808 3.79626 -0.10824  -0.35
C 0.85381 4.12050 -0.07306  -0.04
C -1.43730 5.07734 -0.40257  -0.03
C -1.74333 1.85623 1.28511  -0.13
N -2.04114 1.14415 0.21981  0.26
C -2.56990 1.67552 -0.91037  -0.21
C -3.58471 2.65149 -0.87171  0.00
C -4.29226 2.95129 -2.01732  -0.05
C -3.95933 2.33256 -3.22123  -0.02
C -2.93338 1.39544 -3.30028  0.03
C -2.27293 1.05998 -2.14623  -0.21
F -1.21360 0.26367 -2.16107  0.08
H -3.00293 -2.11641 2.25492  0.10
H -1.41087 -1.51892 1.81148  0.03
H -2.81334 -1.10609 0.82935  0.07
H -2.53312 -0.37755 3.77687  0.14
H -4.51396 0.54482 1.64662  0.08
H -4.45190 1.20140 3.29235  0.09
H -4.83777 -0.50177 3.02610  0.09
H -1.66054 1.43267 4.66430  0.13
H -0.50802 3.59466 4.48685  0.14
H -0.08183 4.64167 2.33459  0.13
H -0.79411 3.08546 -0.92096  0.12
H 1.05135 5.02173 0.50830  0.08
H 1.19256 4.31367 -1.09154  0.09
H 1.44234 3.29803 0.33675  0.07
H -1.36013 5.76963 0.43795  0.09
H -2.49141 4.89907 -0.59894  0.06
H -1.00653 5.56953 -1.27497  0.09
H -3.86187 3.06121 0.09142  0.13
H -5.11318 3.65292 -1.98002  0.12
H -4.50785 2.58616 -4.11837  0.12
H -2.64198 0.94272 -4.23732  0.13

Atomic forces in eV per Å
Sn -0.2 -0.1 -0.2
O 0.0 0.1 0.1
C -0.1 -0.2 -0.1
O 0.3 0.2 0.2
C 0.1 0.0 0.0
C 0.0 0.0 -0.1
C 0.0 0.0 0.0
C 0.0 0.0 0.0
C 0.0 0.0 0.0
N 0.1 0.1 0.0
C 0.0 0.0 0.1
O 0.0 0.0 0.0
O 0.0 -0.1 -0.1
H 0.0 0.0 0.0
H 0.0 0.0 0.0
H 0.0 0.0 0.0
O 0.1 0.0 0.0
C -0.1 0.0 0.0
O 0.0 0.0 0.0
C 0.0 0.0 0.0
C 0.0 0.0 0.0
C 0.0 0.0 0.0
C 0.0 0.0 0.0
C 0.0 0.0 0.0
C 0.0 0.0 0.0
N 0.0 0.0 0.0
C -0.1 -0.1 0.0
C 0.0 0.0 0.0
C 0.0 0.0 0.0
C 0.0 0.0 0.0
C 0.0 0.0 0.0
C 0.0 0.2 0.0
N 0.1 0.0 0.0
H 0.0 0.0 0.0
H 0.0 0.0 0.0
H 0.0 0.0 0.0
H 0.0 0.0 0.0
H 0.0 0.0 0.0
H 0.0 0.1 0.0
H 0.0 0.0 0.0
H 0.0 0.0 0.0
H 0.0 0.0 0.0
H 0.0 0.0 0.0
C 0.0 -0.1 0.0
C 0.0 0.0 0.1
C 0.0 0.0 -0.1
C 0.0 0.0 0.3
C -0.1 -0.3 0.0
C 0.0 0.0 0.2
C -0.2 0.2 -0.5
C 0.1 0.2 0.3
C 0.1 0.0 0.0
C 0.1 -0.1 0.0
C 0.1 0.1 0.0
C 0.2 -0.3 -0.6
N -0.4 0.2 0.6
C 0.1 -0.1 -0.2
C -0.1 -0.1 0.0
C 0.1 0.0 -0.1
C -0.1 0.1 0.0
C 0.1 0.0 0.1
C 0.1 0.4 0.1
F -0.1 -0.4 -0.2
H 0.0 0.0 0.0
H 0.0 0.0 0.0
H 0.0 0.0 0.0
H 0.0 0.0 0.0
H 0.0 0.0 0.0
H 0.0 0.0 0.0
H 0.0 0.0 0.0
H 0.0 0.0 0.0
H 0.0 0.0 0.0
H 0.0 0.0 0.0
H -0.1 0.1 0.0
H 0.0 0.0 0.0
H 0.0 0.0 0.0
H -0.1 0.0 0.0
H 0.0 0.0 0.0
H 0.0 0.0 0.0
H 0.0 0.0 0.0
H 0.0 0.0 0.0
H 0.0 0.0 0.0
H 0.0 0.0 0.0
H 0.0 0.0 0.0